1.
A structure of composition C22H43CrN2OP3 at a distorted geometry, computed with ωB97M-V with the def2-TZVPD basis set.

Values from the calculation:
**LUMO energy (alpha / beta)**: -11.9 / -11.6 eV
**Total energy**: -84801.6619 eV
**Energy relative to the best compared isomer or geometry (same formula, charge and spin)**: 0.0 kcal per mole
**Kohn-Sham gap (alpha / beta)**: 2.475 / 2.772 eV
**2S+1**: 4
**HOMO (alpha / beta)**: -14.372 / -14.374 eV
**Total charge**: +3

Element x y z (Å)
Cr 0.38074 0.00317 1.02709
P 2.27589 0.62066 2.30059
P -0.53848 1.82611 -0.26317
P 1.87834 -0.48225 -0.77823
H -1.37818 -2.16267 0.83739
C -0.29127 -2.07867 0.68784
C 0.61429 -2.06264 1.81151
H 0.22687 -2.06383 2.84162
C 1.97745 0.80430 4.08349
C 2.87313 2.26740 1.78796
C 3.78940 -0.39894 2.27141
C -1.80696 0.96593 -1.27040
C -1.50624 3.16597 0.51412
C 0.43013 2.76805 -1.50060
C 2.75244 -2.07745 -0.57071
C 3.23469 0.60107 -1.36794
C 1.01619 -0.81643 -2.35863
H 0.02774 -2.51525 -0.26888
H 1.58762 -2.56567 1.72970
H 1.45016 -0.07951 4.46562
H 1.36931 1.69464 4.28388
H 2.94799 0.89122 4.59261
H 2.02738 2.96237 1.72999
H 3.35141 2.21731 0.80328
H 3.59719 2.63853 2.52535
H 3.52970 -1.44164 2.48395
H 4.47294 -0.04237 3.05509
H 4.30324 -0.34565 1.30362
H -2.36902 1.68799 -1.87610
H -2.50193 0.42828 -0.61400
H -1.33923 0.23809 -1.94292
H -2.03662 3.73222 -0.26576
H -0.82993 3.84448 1.05026
H -2.23735 2.76671 1.22744
H -0.13992 3.64739 -1.83123
H 0.67323 2.16493 -2.38157
H 1.36225 3.11793 -1.04308
H 3.31011 -2.26778 -1.49747
H 2.05198 -2.90122 -0.40344
H 3.45589 -2.04440 0.26695
H 3.68495 0.13591 -2.25797
H 4.01617 0.71831 -0.60943
H 2.85257 1.58912 -1.64893
H 1.69160 -1.38251 -3.01779
H 0.72045 0.10419 -2.87499
H 0.11854 -1.41798 -2.17393
C -1.82827 -1.12751 -5.03274
C -2.92076 -1.26526 -5.91149
C -3.23323 -2.54374 -6.38644
C -2.44727 -3.64804 -6.02188
C -1.28033 -3.46596 -5.27142
C -0.93377 -2.18081 -4.83070
O -1.64685 -0.00745 -4.26027
H -2.36080 0.63257 -4.42885
H -3.51744 -0.39586 -6.17509
H -4.09566 -2.69182 -7.03199
H -2.73875 -4.65264 -6.33489
H -0.63124 -4.31363 -5.01978
H -0.00469 -1.99761 -4.28822
N -3.42993 0.92334 5.99646
C -2.68967 0.79146 4.87062
C -2.64590 -0.42991 4.17147
C -1.83021 -0.53406 3.05854
N -1.01825 0.46450 2.62772
C -1.08008 1.65258 3.29698
C -1.90187 1.85953 4.39423
H -3.97757 0.15636 6.35314
H -3.48776 1.79688 6.49900
H -3.21943 -1.29541 4.50566
H -1.78512 -1.47382 2.51433
H -0.44251 2.46566 2.93559
H -1.92945 2.82523 4.90646

=====

2.
The molecule C23H22N2O5S at a distorted geometry, computed with ωB97M-V with the def2-TZVPD basis set.

Values from the calculation:
**LUMO energy**: 0.1 eV
**Total energy**: -48259.9273 eV
**Energy relative to the best compared isomer or geometry (same formula, charge and spin)**: 89.2 kcal per mole
**Kohn-Sham gap**: 8.373 eV
**HOMO**: -8.318 eV

Element x y z (Å)
C 3.55920 3.40657 0.49776
C 3.58584 2.87918 -0.93236
H 3.72665 3.70695 -1.63369
H 4.40578 2.16703 -1.06783
O 2.34564 2.32062 -1.32905
C 1.83624 1.20213 -0.75000
C 0.46955 1.02223 -0.96012
C -0.21546 -0.08305 -0.47146
C 0.48115 -1.03952 0.27064
C 1.83056 -0.88122 0.48441
C 2.51881 0.21535 -0.02595
O 3.88621 0.34029 0.22352
C 4.70812 -0.68985 -0.08435
O 4.35751 -1.71716 -0.60553
C 6.08374 -0.36845 0.27979
C 6.58774 0.75452 0.88619
C 7.97859 0.68855 1.06577
C 8.50760 -0.47702 0.59572
S 7.32667 -1.51864 -0.07398
H 9.53536 -0.78224 0.60732
H 8.56172 1.46773 1.52251
H 5.97442 1.58343 1.18840
H 2.38381 -1.61854 1.04491
H -0.05124 -1.89115 0.65913
C -1.63125 -0.22775 -0.73280
N -2.29236 -1.20420 -0.26008
N -3.59789 -1.31014 -0.53904
C -4.37225 -2.31368 -0.03687
O -3.98399 -3.19724 0.68434
C -5.82509 -2.21906 -0.52358
O -6.23000 -0.92985 -0.91311
C -6.43967 0.01336 0.06861
C -6.10680 -0.16292 1.40325
C -6.34940 0.85359 2.31375
C -6.91708 2.04183 1.89796
C -7.24238 2.21528 0.56212
C -7.01229 1.21641 -0.36740
C -7.35653 1.38742 -1.81464
H -6.45193 1.39500 -2.42214
H -7.96859 0.55417 -2.15508
H -7.89451 2.31747 -1.97609
H -7.68669 3.14368 0.23362
H -7.10650 2.83284 2.60734
H -6.08715 0.70633 3.35030
H -5.65243 -1.07939 1.74627
H -6.48166 -2.63951 0.24727
H -5.91537 -2.83572 -1.42447
H -4.04525 -0.60983 -1.13879
H -2.10508 0.54011 -1.35964
H -0.04214 1.78114 -1.53239
H 4.48790 3.92922 0.71073
H 2.72928 4.09832 0.62232
H 3.44066 2.58991 1.20551

=====

3.
A structure of composition C10H9ClINOS at a distorted geometry, computed with ωB97M-V with the def2-TZVPD basis set.

Values from the calculation:
**LUMO energy**: 0.3 eV
**Total energy**: -45509.0861 eV
**Energy relative to the best compared isomer or geometry (same formula, charge and spin)**: 0.0 kcal per mole
**Kohn-Sham gap**: 8.564 eV
**HOMO**: -8.236 eV

Element x y z (Å)
C -1.69685 -0.40813 -1.00493
C -1.37738 -2.23892 0.57722
C -2.98245 -0.40592 -0.66006
C -2.71516 -2.29105 0.79370
C -0.88032 -1.28708 -0.32909
C -3.49334 -1.34098 0.18692
C 1.21825 1.84254 -0.76580
C 3.00343 0.37486 0.21448
C 3.15333 1.83718 0.44648
C 1.48193 0.08206 0.25158
N 0.25646 1.98890 -1.46186
O 2.34166 2.55677 -0.42772
S 0.84550 -1.18102 -0.85278
Cl -5.20130 -1.38514 0.57036
I 0.59196 0.28374 2.08285
H -1.24729 0.45274 -1.56528
H -0.64199 -2.87651 1.14273
H -3.60909 0.30512 -1.19897
H -3.23474 -3.04554 1.52396
H 3.45043 -0.07063 -0.64790
H 3.51413 -0.21662 1.07618
H 2.88919 2.03300 1.51900
H 4.17804 2.07054 0.33965
H 0.15560 2.92009 -1.81072

=====

4.
A structure of composition C4H2F18K2N3O25S10 at a distorted geometry, computed with ωB97M-V with the def2-TZVPD basis set.

Values from the calculation:
**LUMO energy**: 4.7 eV
**Total energy**: -249748.7591 eV
**Kohn-Sham gap**: 4.977 eV
**HOMO**: -0.323 eV
**Total charge**: -5

Element x y z (Å)
K 31.81777 7.68524 -9.46041
K 29.54114 2.57341 -10.16966
N 24.99060 7.84319 -21.54843
S 26.31072 7.03541 -22.22812
O 26.93569 7.78227 -23.27575
O 26.31359 5.54906 -22.26422
F 27.09514 7.34654 -20.86279
S 24.00517 6.88743 -22.35608
O 23.38475 5.86607 -21.49531
O 24.16397 6.76201 -23.80150
F 22.74066 7.89541 -22.40485
N 23.64653 1.35601 -14.79091
S 23.63573 2.56593 -15.99752
O 23.80394 2.11297 -17.36537
O 24.10291 3.90459 -15.65333
F 22.05437 2.73643 -16.02824
S 25.13907 1.35045 -14.71890
O 25.86668 2.15748 -13.72121
O 25.89991 1.01050 -15.93702
F 25.29208 -0.12980 -14.00935
N 32.55210 0.97196 -21.46721
S 33.73997 0.78527 -22.69953
O 34.87593 1.68260 -22.71690
O 33.44888 0.04662 -23.88944
F 34.34431 -0.46664 -21.88131
S 31.61805 1.77203 -22.27205
O 30.94428 1.03757 -23.32794
O 31.98091 3.15891 -22.44340
F 30.51732 1.74568 -21.15949
C 30.52302 5.25529 -16.13616
F 29.47405 4.45576 -16.15935
F 31.12358 5.12625 -17.32039
F 30.17665 6.56565 -16.05898
S 31.75589 4.77929 -14.76134
O 31.16286 5.31045 -13.49019
O 31.76760 3.34317 -14.71867
O 33.01658 5.40804 -15.09684
C 26.75565 8.23801 -11.99151
F 27.79226 9.06663 -11.92644
F 25.74623 8.93109 -12.51347
F 27.02335 7.19139 -12.78136
S 26.31592 7.46194 -10.36080
O 26.01076 8.58310 -9.45082
O 25.21387 6.53991 -10.57680
O 27.54616 6.71016 -9.97532
C 34.53935 1.06389 -7.41904
F 33.32594 0.96462 -6.76477
F 35.52406 0.98624 -6.53010
F 34.70478 0.00523 -8.29309
S 34.59509 2.74251 -8.32459
O 35.93846 3.32639 -8.14521
O 34.15825 2.46253 -9.69393
O 33.61459 3.60284 -7.63942
C 40.09273 4.38011 -13.98853
F 40.52568 3.94533 -15.18240
F 40.61153 5.63529 -13.86983
F 38.74337 4.40458 -14.02499
S 40.74259 3.23391 -12.59556
O 41.68821 2.25785 -13.20200
O 41.31636 4.07955 -11.54546
O 39.53190 2.51874 -12.15662
O 35.35319 7.25816 -11.71926
H 35.05550 6.61329 -12.36094
H 35.88577 6.75533 -11.10301

=====

5.
The molecule C5H13NS at a distorted geometry, computed with ωB97M-V with the def2-TZVPD basis set.

Values from the calculation:
**LUMO energy**: 1.0 eV
**Total energy**: -17720.6633 eV
**Energy relative to the best compared isomer or geometry (same formula, charge and spin)**: 13.5 kcal per mole
**Kohn-Sham gap**: 9.266 eV
**HOMO**: -8.312 eV

Element x y z (Å)
C -0.44326 0.49987 0.91777
C -1.87313 -0.09421 0.84824
S -2.75050 -0.16819 -0.71638
C 0.45934 -0.10210 -0.13381
N 1.84553 0.30925 -0.02128
C 2.57633 0.33052 -1.26105
C 2.55883 -0.34335 1.04298
H -0.13833 0.20107 1.92062
H -0.47172 1.58682 0.87586
H -1.80258 -1.14695 1.14356
H -2.51847 0.33591 1.61633
H -2.99608 1.14085 -0.87205
H 0.10791 0.16378 -1.12941
H 0.37519 -1.20308 -0.07514
H 2.00709 0.86648 -2.01746
H 3.50839 0.87738 -1.13613
H 2.79053 -0.67084 -1.67330
H 1.93528 -0.39084 1.92912
H 2.84072 -1.37516 0.78202
H 3.46604 0.20391 1.28741

=====

6.
A structure of composition C22H24BiCl2F3N4O6PS at a distorted geometry, computed with ωB97M-V with the def2-TZVPD basis set.

Values from the calculation:
**LUMO energy**: -3.2 eV
**Total energy**: -100606.4544 eV
**Energy relative to the best compared isomer or geometry (same formula, charge and spin)**: 22.4 kcal per mole
**Kohn-Sham gap**: 7.853 eV
**HOMO**: -11.048 eV
**Total charge**: +1

Element x y z (Å)
Bi 0.16625 0.19042 -1.42154
C 3.06319 -1.63873 4.87092
C 3.33706 -1.46583 3.40472
C 3.03462 -2.48792 2.50757
C 3.18372 -2.30472 1.14417
C 3.63928 -1.08336 0.67890
C 3.98263 -0.06171 1.55053
C 3.84058 -0.26418 2.91118
S 3.65800 -0.73793 -1.05340
O 4.85986 -0.04124 -1.39660
O 3.27398 -1.89322 -1.80038
N 2.38794 0.35133 -1.24513
C 2.47048 1.69645 -1.39184
C 3.59153 2.54236 -1.38769
C 3.38326 3.88906 -1.56800
C 2.09247 4.40312 -1.75515
C 1.03868 3.52922 -1.74385
N 1.23152 2.21521 -1.56964
H 3.25883 -2.66026 5.19386
H 2.00898 -1.42684 5.06437
H 3.65999 -0.95791 5.47486
H 2.65517 -3.42904 2.88640
H 2.94171 -3.08058 0.43327
H 4.32940 0.88480 1.15528
H 4.09184 0.53367 3.59853
H 4.57366 2.11687 -1.25962
H 4.22867 4.56393 -1.55710
H 1.92688 5.45909 -1.90555
H 0.00995 3.83906 -1.87233
Cl -2.74084 -7.25332 -2.49079
C -2.59485 -5.60429 -2.01831
C -3.72745 -4.80455 -1.96979
C -3.62451 -3.49129 -1.56486
Cl -5.05610 -2.51741 -1.56883
C -2.39776 -2.92815 -1.16675
O -2.28568 -1.70320 -0.66769
C -1.25087 -3.74026 -1.27155
C 0.10296 -3.32399 -0.90645
O 0.60836 -2.22498 -0.71191
C -1.37365 -5.07189 -1.68448
H -4.69420 -5.20998 -2.23322
H 0.78457 -4.18802 -0.83080
H -0.48458 -5.68750 -1.73390
N -3.60517 4.61303 -1.75872
C -4.11898 3.30637 -1.32902
P -2.78507 2.48088 -0.33397
O -1.94317 3.73840 0.12000
O -2.01817 1.49850 -1.16626
C -3.64881 1.83324 1.16205
N -3.11923 0.59081 1.70980
H -3.24318 4.57578 -2.70272
H -2.28667 4.52016 -0.37981
H -4.32397 5.32361 -1.73612
H -4.40143 2.64819 -2.15194
H -4.98559 3.45248 -0.68406
H -4.67319 1.65378 0.83054
H -3.65648 2.65118 1.88760
H -2.36031 0.77276 2.35646
H -3.15701 -1.30631 -0.33662
H -3.84600 0.10033 2.21583
F 0.30055 -0.55131 1.62306
C 0.23420 0.58286 0.90232
F -0.84258 1.24906 1.40362
F 1.29476 1.33392 1.24052

=====

7.
A structure of composition C34H35BF5O6PS at a distorted geometry, computed with ωB97M-V with the def2-TZVPD basis set.

Values from the calculation:
**LUMO energy**: 0.5 eV
**Total energy**: -82498.7514 eV
**Kohn-Sham gap**: 9.677 eV
**HOMO**: -9.156 eV

Element x y z (Å)
C 3.22529 -1.31588 1.23907
B 2.08034 -0.30809 0.86509
O 1.41922 -0.35554 -0.31094
C 1.65717 0.82183 1.97173
P 2.89300 2.13715 1.75172
O 2.85431 2.58097 0.34290
O 1.67447 0.05207 3.23860
S 0.27074 -0.73519 3.32429
O 0.47219 -2.11629 3.08610
O -0.43142 -0.34683 4.49604
O -0.44610 -0.03652 2.05307
C 0.21546 1.25542 1.95678
C -0.29422 2.25918 0.96372
H 3.70483 -1.73688 0.35853
H 2.83148 -2.11174 1.87243
H 3.95896 -0.80150 1.86210
H 1.59699 -1.19455 -0.74017
H 2.55714 3.18564 2.62943
H 4.14668 1.61216 2.10327
H 0.05056 1.69187 2.95102
H 0.09492 3.23445 1.24406
H -0.01217 2.05315 -0.06288
H -1.37133 2.32357 1.07623
F -1.60070 4.21310 -0.51954
C -2.43288 3.87540 -1.53341
C -2.65156 4.79619 -2.53672
C -3.50030 4.45657 -3.57971
C -4.11970 3.21544 -3.60096
C -3.88672 2.30756 -2.57805
C -3.03337 2.63192 -1.53330
H -2.16595 5.76177 -2.49678
H -3.67944 5.16611 -4.37547
H -4.78550 2.95667 -4.41215
H -4.37252 1.34065 -2.58936
H -2.83720 1.93154 -0.73345
F 7.09050 -2.05452 1.80015
C 6.63956 -3.14546 2.45472
C 5.86117 -4.05762 1.77285
C 5.39887 -5.17780 2.44683
C 5.71405 -5.36507 3.78515
C 6.49680 -4.43236 4.45043
C 6.96998 -3.31159 3.78370
H 5.62254 -3.88765 0.73152
H 4.79142 -5.90510 1.92545
H 5.34971 -6.23935 4.30769
H 6.74155 -4.57533 5.49439
H 7.58701 -2.57547 4.28092
F -7.15072 2.87741 -3.07995
C -7.57714 1.85420 -2.31323
C -8.26775 0.81641 -2.90496
C -8.69610 -0.23597 -2.10893
C -8.43669 -0.23340 -0.74554
C -7.74199 0.82406 -0.17463
C -7.30208 1.87864 -0.96104
H -8.46354 0.83809 -3.96857
H -9.23408 -1.06060 -2.55661
H -8.77506 -1.05505 -0.12908
H -7.54051 0.82966 0.88802
H -6.75151 2.70935 -0.54022
F 9.06056 -7.12269 3.34510
C 8.44592 -8.31734 3.43434
C 7.67778 -8.59203 4.54735
C 7.04233 -9.82150 4.63572
C 7.18901 -10.75759 3.62137
C 7.96975 -10.45987 2.51309
C 8.60281 -9.22949 2.41079
H 7.58234 -7.85042 5.32915
H 6.43108 -10.04792 5.49892
H 6.69498 -11.71691 3.69457
H 8.08823 -11.18859 1.72262
H 9.21006 -8.97488 1.55279
F -3.92676 7.67870 -3.67407
C -4.73312 8.00788 -4.70475
C -4.17187 8.53624 -5.84910
C -5.00664 8.86620 -6.90665
C -6.37696 8.67161 -6.80390
C -6.91602 8.14054 -5.64040
C -6.09117 7.79974 -4.57861
H -3.10185 8.68463 -5.90446
H -4.58385 9.27651 -7.81365
H -7.02365 8.93319 -7.63037
H -7.98377 7.99010 -5.55680
H -6.48788 7.37703 -3.66540

=====

8.
A structure of composition C23H20N6O3Ru, computed with ωB97M-V with the def2-TZVPD basis set.

Values from the calculation:
**LUMO energy (alpha / beta)**: -3.8 / -4.5 eV
**Total energy**: -41835.8210 eV
**Energy relative to the best compared isomer or geometry (same formula, charge and spin)**: 0.2 kcal per mole
**Kohn-Sham gap (alpha / beta)**: 6.690 / 6.315 eV
**2S+1**: 2
**HOMO (alpha / beta)**: -10.521 / -10.792 eV
**Total charge**: +1

Element x y z (Å)
Ru 0.46165 1.56125 -0.00665
O -3.43284 2.39872 -0.62832
C -2.22954 2.28239 -0.64793
N -1.44088 1.58259 0.23735
C -1.89490 0.71872 1.25300
C -3.22017 0.35168 1.47746
C -3.51067 -0.53794 2.49799
C -2.49863 -1.05386 3.29951
C -1.17614 -0.69367 3.09796
C -0.86107 0.19566 2.07014
N 0.42126 0.65645 1.74301
C 1.59153 0.23027 2.28686
O 1.75355 -0.53736 3.21688
C 2.78110 0.83043 1.57257
C 4.05342 0.66233 2.08640
C 5.12554 1.22914 1.41942
C 4.89306 1.94453 0.25412
C 3.59500 2.06606 -0.20252
N 2.55566 1.52067 0.43662
C -1.40073 2.94192 -1.72703
C -2.01603 3.72208 -2.68598
C -1.23910 4.29256 -3.68126
C 0.12649 4.05847 -3.68495
C 0.67066 3.26916 -2.68825
N -0.07117 2.72104 -1.72368
H -4.00304 0.76662 0.86281
H -4.53879 -0.82333 2.67465
H -2.74274 -1.73869 4.10075
H -0.38955 -1.07680 3.72903
H 4.16492 0.09360 2.99862
H 6.13069 1.11852 1.80307
H 5.70062 2.40392 -0.29705
H 3.36950 2.61248 -1.10802
H -3.08647 3.85917 -2.62852
H -1.69253 4.90889 -4.44558
H 0.76873 4.47800 -4.44564
H 1.73096 3.05807 -2.65882
N 0.49480 -0.23135 -0.77671
C 0.05778 -1.30561 -0.67432
N -0.38081 -2.50982 -0.57192
C 0.00399 -3.34403 0.59088
C 0.17490 -4.77233 0.10886
O -0.99322 -5.21295 -0.55406
C -1.24234 -4.45917 -1.72192
C -1.51810 -3.00731 -1.37094
H -0.79567 -3.27651 1.33183
H 0.91947 -2.94207 1.02359
H 0.33101 -5.43425 0.95820
H 1.04100 -4.84396 -0.56075
H -2.11328 -4.89550 -2.20671
H -0.38690 -4.52262 -2.40612
H -2.42354 -2.92553 -0.76562
H -1.61846 -2.39071 -2.26232